w.
Density functional theory data (ωB97M-V/def2-TZVPD) for 3 unconnected molecules or ions with the total composition C5H14O2.

Bonds (Å) are listed after each position.
Element x y z (Å)
1 C -2.484 -0.705 1.307  C2 1.326, H6 1.074, H7 1.081
2 C -1.845 -1.129 0.226  C1 1.326, C3 1.503, H8 1.077
3 C -1.091 -0.246 -0.729  C2 1.503, C4 1.536, H9 1.088, H10 1.091
4 C -1.213 -0.721 -2.185  C3 1.536, C5 1.522, H11 1.076, H12 1.094
5 C -0.773 0.344 -3.178  C4 1.522, H13 1.088, H14 1.088, H15 1.085
6 H -2.462 0.333 1.580  C1 1.074
7 H -3.001 -1.431 1.920  C1 1.081
8 H -2.020 -2.127 -0.140  C2 1.077
9 H -1.439 0.769 -0.551  C3 1.088
10 H -0.031 -0.178 -0.479  C3 1.091
11 H -2.222 -1.083 -2.285  C4 1.076
12 H -0.579 -1.612 -2.220  C4 1.094
13 H -1.577 1.067 -3.302  C5 1.088
14 H 0.096 0.847 -2.759  C5 1.088
15 H -0.609 -0.081 -4.162  C5 1.085
16 O 3.444 1.178 4.814  H17 0.965, H18 0.968
17 H 2.916 0.373 4.745  O16 0.965
18 H 2.916 1.714 5.423  O16 0.968
19 O 2.355 0.566 -0.808  H20 0.963, H21 0.959
20 H 2.351 0.589 -1.771  O19 0.963
21 H 2.921 1.251 -0.447  O19 0.959

Properties
Charge ... 0
SMILES ... C=CCCC.O.O
E_LUMO ... 0.7444 eV
HOMO ... -9.3629 eV

natural (NBO) analysis output, partial charges in e: C -0.41; C -0.15; C -0.45; C -0.39; C -0.60; H 0.19; H 0.20; H 0.19; H 0.20; H 0.23; H 0.20; H 0.19; H 0.21; H 0.20; H 0.21; O -0.93; H 0.47; H 0.47; O -0.95; H 0.48; H 0.48

x.
Density functional theory data (ωB97M-V/def2-TZVPD) for 2 unconnected molecules or ions with the total composition C5H14O2.

Bonds (Å) are listed after each position.
Element x y z (Å)
1 C 0.271 0.118 2.359  C2 1.520, H7 1.097, H8 1.093, H9 1.093
2 C -0.691 -0.227 1.233  C1 1.520, C3 1.533, C4 1.538, H10 1.133
3 C -1.968 0.616 1.138  C2 1.533, H11 1.096, H12 1.082, H13 1.110
4 C 0.024 -0.610 -0.074  C2 1.538, C5 1.503, H14 1.110, H15 1.103
5 C -0.710 -1.167 -1.262  C4 1.503, O6 1.434, H16 1.100, H17 1.116
6 O -0.829 -2.596 -1.282  C5 1.434, H18 0.960
7 H 0.845 -0.811 2.461  C1 1.097
8 H -0.094 0.336 3.366  C1 1.093
9 H 0.903 0.946 2.030  C1 1.093
10 H -1.100 -1.261 1.447  C2 1.133
11 H -1.705 1.634 0.829  C3 1.096
12 H -2.586 0.182 0.363  C3 1.082
13 H -2.476 0.589 2.125  C3 1.110
14 H 0.740 -1.413 0.194  C4 1.110
15 H 0.582 0.248 -0.486  C4 1.103
16 H -0.293 -0.691 -2.162  C5 1.100
17 H -1.766 -0.820 -1.360  C5 1.116
18 H -0.913 -2.876 -0.368  O6 0.960
19 O 3.631 2.254 -3.500  H20 0.970, H21 0.971
20 H 4.194 2.636 -4.192  O19 0.970
21 H 3.940 2.915 -2.859  O19 0.971

Properties
Charge ... 0
SMILES ... CC(C)CCO.O
E_LUMO ... 0.8208 eV
HOMO ... -9.8964 eV

natural (NBO) analysis output, partial charges in e: C -0.61; C -0.19; C -0.61; C -0.43; C -0.07; O -0.72; H 0.21; H 0.22; H 0.20; H 0.16; H 0.20; H 0.21; H 0.21; H 0.21; H 0.20; H 0.19; H 0.16; H 0.46; O -0.92; H 0.46; H 0.46

y.
Density functional theory data (ωB97M-V/def2-TZVPD) for 3 unconnected molecules or ions with the total composition C5H14O2.

Bonds (Å) are listed after each position.
Element x y z (Å)
1 C -0.247 -0.587 -1.343  C2 1.493, H6 1.059, H7 1.137, H8 1.047
2 C -0.355 0.363 -0.196  C1 1.493, C3 1.323, H9 1.091
3 C -0.020 -0.021 1.025  C2 1.323, C4 1.527, C5 1.474
4 C -0.176 0.931 2.209  C3 1.527, H10 1.102, H11 1.126, H12 1.140
5 C 0.309 -1.421 1.347  C3 1.474, H13 1.029, H14 1.073, H15 1.103
6 H -0.935 -1.380 -1.202  C1 1.059
7 H -0.285 -0.194 -2.410  C1 1.137
8 H 0.702 -1.014 -1.226  C1 1.047
9 H -0.131 1.409 -0.408  C2 1.091
10 H 0.793 0.922 2.734  C4 1.102
11 H -1.025 0.649 2.892  C4 1.126
12 H -0.330 1.973 1.773  C4 1.140
13 H 0.337 -2.063 0.544  C5 1.029
14 H -0.472 -1.801 1.975  C5 1.073
15 H 1.273 -1.486 1.878  C5 1.103
16 O 2.947 0.715 -0.200  H17 0.955, H18 1.004
17 H 3.772 0.893 0.247  O16 0.955
18 H 2.180 0.992 0.384  O16 1.004
19 O -2.599 0.006 -3.427  H20 0.965, H21 0.969
20 H -2.845 0.395 -2.580  O19 0.965
21 H -2.893 0.718 -4.014  O19 0.969

Properties
Charge ... 0
SMILES ... CC=C(C)C.O.O
E_LUMO ... 0.7281 eV
HOMO ... -8.8300 eV

natural (NBO) analysis output, partial charges in e: C -0.67; C -0.21; C 0.01; C -0.64; C -0.66; H 0.21; H 0.24; H 0.22; H 0.20; H 0.20; H 0.22; H 0.21; H 0.22; H 0.22; H 0.22; O -0.95; H 0.47; H 0.48; O -0.93; H 0.47; H 0.46

z.
Density functional theory data (ωB97M-V/def2-TZVPD) for 3 unconnected molecules or ions with the total composition C5H14O2.

Bonds (Å) are listed after each position.
Element x y z (Å)
1 C 0.815 1.369 0.032  C2 1.500, H6 1.094, H7 1.087, H8 1.079
2 C -0.012 0.181 -0.358  C1 1.500, C3 1.333, H9 1.087
3 C -0.929 -0.365 0.441  C2 1.333, C4 1.519, C5 1.509
4 C -1.928 -1.378 -0.093  C3 1.519, H10 1.085, H11 1.089, H12 1.076
5 C -1.258 0.183 1.808  C3 1.509, H13 1.086, H14 1.093, H15 1.091
6 H 0.886 2.092 -0.787  C1 1.094
7 H 0.528 1.956 0.901  C1 1.087
8 H 1.831 1.065 0.229  C1 1.079
9 H 0.454 -0.466 -1.097  C2 1.087
10 H -2.565 -0.731 -0.687  C4 1.085
11 H -2.514 -1.738 0.751  C4 1.089
12 H -1.600 -2.204 -0.700  C4 1.076
13 H -2.081 -0.387 2.225  C5 1.086
14 H -1.366 1.265 1.922  C5 1.093
15 H -0.426 -0.096 2.458  C5 1.091
16 O -1.921 -0.072 -3.257  H17 0.963, H18 0.960
17 H -1.341 -0.831 -3.373  O16 0.963
18 H -1.684 0.462 -2.497  O16 0.960
19 O 4.770 -0.389 0.768  H20 0.968, H21 0.969
20 H 5.019 -0.009 -0.086  O19 0.968
21 H 5.322 0.094 1.402  O19 0.969

Properties
Charge ... 0
SMILES ... CC=C(C)C.O.O
E_LUMO ... 0.7803 eV
HOMO ... -8.7332 eV

natural (NBO) analysis output, partial charges in e: C -0.65; C -0.25; C 0.05; C -0.64; C -0.66; H 0.21; H 0.21; H 0.22; H 0.20; H 0.23; H 0.20; H 0.22; H 0.21; H 0.23; H 0.22; O -0.96; H 0.48; H 0.48; O -0.94; H 0.47; H 0.47

Result of the stability comparison: y is the least stable of them.

w.
Density functional theory data (ωB97M-V/def2-TZVPD) for a gas-phase ion, C7H14N3O (charge +1).

Bonds (Å) are listed after each position.
Element x y z (Å)
1 C 1.663 1.216 -0.815  C2 1.537, H12 1.189, H13 1.083, H14 1.099
2 C 1.193 -0.035 -0.056  C1 1.537, C3 1.513, C4 1.510, C5 1.510
3 C 2.212 -1.149 -0.160  C2 1.513, H15 1.075, H16 1.110, H17 1.123
4 C 0.860 -0.003 1.417  C2 1.510, H18 1.098, H19 0.998, H20 1.036
5 C -0.045 -0.479 -0.798  C2 1.510, C6 1.512, H21 1.062
6 C -0.760 -1.685 -0.230  C5 1.512, O7 1.202, N8 1.345
7 O -0.318 -2.767 -0.510  C6 1.202
8 N -1.976 -1.353 0.242  C6 1.345, N9 1.436, H22 1.015
9 N -2.581 -0.052 0.295  N8 1.436, C10 1.340, H23 1.062
10 C -1.874 0.967 -0.212  N9 1.340, N11 1.311
11 N -2.307 2.199 -0.091  C10 1.311, H24 0.989, H25 0.978
12 H 2.843 1.262 -0.949  C1 1.189
13 H 1.402 2.184 -0.406  C1 1.083
14 H 1.282 1.108 -1.841  C1 1.099
15 H 3.058 -1.027 0.491  C3 1.075
16 H 1.740 -2.113 0.122  C3 1.110
17 H 2.561 -1.143 -1.227  C3 1.123
18 H -0.130 0.417 1.635  C4 1.098
19 H 1.533 0.539 1.917  C4 0.998
20 H 0.741 -0.962 1.789  C4 1.036
21 H -0.004 -0.473 -1.859  C5 1.062
22 H -2.584 -2.124 0.495  N8 1.015
23 H -3.511 -0.013 0.805  N9 1.062
24 H -1.883 3.019 -0.447  N11 0.989
25 H -3.114 2.468 0.391  N11 0.978

Properties
Charge ... +1
SMILES ... CC(C)(C)/C=C(\[O-])N[NH+]=C=[NH2+]
E_LUMO ... -4.8932 eV
HOMO ... -13.7611 eV

natural (NBO) analysis output, partial charges in e: C -0.61; C -0.18; C -0.59; C -0.59; C 0.17; C 0.56; O -0.51; N -0.43; N -0.42; C 0.42; N -0.75; H 0.24; H 0.23; H 0.21; H 0.25; H 0.24; H 0.22; H 0.19; H 0.23; H 0.22; H 0.21; H 0.43; H 0.43; H 0.43; H 0.40

x.
Density functional theory data (ωB97M-V/def2-TZVPD) for 2 unconnected molecules or ions with the total composition C7H14N3O.

Bonds (Å) are listed after each position.
Element x y z (Å)
1 C 1.042 -0.550 -2.098  C2 1.354, N8 1.378, H12 1.070
2 C 1.117 0.737 -1.683  C1 1.354, C4 1.479, N9 1.381
3 C 0.417 -0.517 0.049  C7 1.400, N8 1.360, N9 1.362
4 C 1.537 1.968 -2.388  C2 1.479, H13 1.090, H14 1.087, H15 1.091
5 C 0.045 0.143 2.433  C7 1.498, H16 1.089, H17 1.093, H18 1.088
6 C -2.334 -0.276 0.319  O11 1.345, H19 1.077, H20 1.077
7 C 0.021 -0.883 1.341  C3 1.400, C5 1.498, N10 1.371
8 N 0.612 -1.315 -1.036  C1 1.378, C3 1.360, H21 1.004
9 N 0.724 0.746 -0.359  C2 1.381, C3 1.362, H22 1.006
10 N -0.056 -2.197 1.726  C7 1.371, H23 1.005, H24 1.007
11 O -2.214 1.045 0.091  C6 1.345, H25 0.966
12 H 1.263 -0.986 -3.050  C1 1.070
13 H 2.172 2.577 -1.744  C4 1.090
14 H 2.089 1.710 -3.288  C4 1.087
15 H 0.671 2.567 -2.674  C4 1.091
16 H -0.434 1.070 2.122  C5 1.089
17 H 1.075 0.374 2.716  C5 1.093
18 H -0.464 -0.233 3.318  C5 1.088
19 H -2.904 -0.626 1.164  C6 1.077
20 H -2.276 -0.886 -0.567  C6 1.077
21 H 0.491 -2.311 -1.069  N8 1.004
22 H 0.671 1.574 0.208  N9 1.006
23 H -0.194 -2.918 1.040  N10 1.005
24 H -0.469 -2.382 2.625  N10 1.007
25 H -2.604 1.570 0.802  O11 0.966

Properties
Charge ... +1
E_LUMO (alpha / beta) ... -2.6192 / -3.8311 eV
HOMO (alpha / beta) ... -10.5204 / -10.7931 eV

natural (NBO) analysis output, partial charges in e: C -0.07; C 0.15; C 0.34; C -0.65; C -0.65; C -0.04; C 0.17; N -0.51; N -0.49; N -0.77; O -0.67; H 0.25; H 0.23; H 0.25; H 0.24; H 0.22; H 0.24; H 0.24; H 0.17; H 0.17; H 0.43; H 0.44; H 0.39; H 0.41; H 0.50

Result of the stability comparison: w is the least stable of them.

w.
Density functional theory data (ωB97M-V/def2-TZVPD) for C5H7N3 in the gas phase.

Bonds (Å) are listed after each position.
Element x y z (Å)
1 C -1.247 -1.346 -0.588  N2 1.481, H9 1.100, H10 1.051, H11 1.068
2 N 0.137 -0.821 -0.525  C1 1.481, C3 1.485, H12 1.047
3 C 0.262 0.488 0.163  N2 1.485, C4 1.490, C5 1.464, C7 1.482
4 C 1.721 0.788 0.196  C3 1.490, H13 1.097, H14 1.058, H15 1.113
5 C -0.386 0.403 1.474  C3 1.464, N6 1.156
6 N -1.061 0.208 2.392  C5 1.156
7 C -0.591 1.393 -0.643  C3 1.482, N8 1.150
8 N -1.095 2.139 -1.358  C7 1.150
9 H -1.784 -1.308 0.371  C1 1.100
10 H -1.770 -0.858 -1.358  C1 1.051
11 H -1.055 -2.367 -0.837  C1 1.068
12 H 0.680 -1.448 0.115  N2 1.047
13 H 2.142 0.601 -0.799  C4 1.097
14 H 1.780 1.831 0.365  C4 1.058
15 H 2.265 0.297 1.033  C4 1.113

Properties
Charge ... 0
SMILES ... CNC(C)(C#N)C#N
E_LUMO ... 0.6366 eV
HOMO ... -10.5719 eV

natural (NBO) analysis output, partial charges in e: C -0.44; N -0.55; C -0.10; C -0.59; C 0.26; N -0.28; C 0.28; N -0.27; H 0.19; H 0.21; H 0.21; H 0.36; H 0.25; H 0.23; H 0.24

x.
Density functional theory data (ωB97M-V/def2-TZVPD) for C5H7N3 in the gas phase.

Bonds (Å) are listed after each position.
Element x y z (Å)
1 C -1.611 -1.283 -1.809  C2 1.619, H9 1.093, H10 1.194, H11 1.289
2 C -0.496 -0.540 -0.900  C1 1.619, N3 1.399, H12 1.190, H13 1.179
3 N -0.827 0.542 -0.077  C2 1.399, C4 1.275
4 C 0.141 0.930 0.656  N3 1.275, C5 1.621, N8 1.364
5 C 1.578 0.200 0.831  C4 1.621, N6 1.348, H14 1.041
6 N 1.867 0.656 2.066  C5 1.348, C7 1.389
7 C 1.185 1.837 2.333  N6 1.389, N8 1.404, H15 1.025
8 N 0.089 2.020 1.474  C4 1.364, C7 1.404
9 H -2.484 -1.631 -1.250  C1 1.093
10 H -0.917 -2.143 -2.264  C1 1.194
11 H -2.134 -0.601 -2.770  C1 1.289
12 H -0.314 -1.419 -0.119  C2 1.190
13 H 0.322 -0.362 -1.730  C2 1.179
14 H 2.137 -0.554 0.381  C5 1.041
15 H 1.464 2.348 3.177  C7 1.025

Properties
Charge ... 0
SMILES ... CC/N=C1\C=NC=N1
E_LUMO ... -1.6236 eV
HOMO ... -9.6485 eV

natural (NBO) analysis output, partial charges in e: C -0.60; C -0.28; N -0.33; C 0.33; C 0.05; N -0.46; C 0.26; N -0.43; H 0.21; H 0.21; H 0.20; H 0.20; H 0.21; H 0.21; H 0.20

Result of the stability comparison: x is the least stable of them.